1.
This record from OMol25 describes a 2-piece molecular cluster, C9H14O overall at a distorted geometry. The level of theory is ωB97M-V/def2-TZVPD.

Summary:
LUMO level   0.0307 Eh
Frontier orbital gap   0.336 hartree
SMILES string   Cc1ccc(O)cc1.CC
Highest occupied orbital energy   -8.31 eV
Total charge   0

```
24
Properties=species:S:1:pos:R:3:forces:R:3
H -0.921 -1.170 3.317 -0.04 0.16 0.44
C -1.019 0.516 -2.061 -1.27 -0.22 0.55
H -1.732 -2.325 -2.216 0.01 -0.64 0.04
H -1.212 -0.287 1.887 0.83 0.01 -0.53
C 0.850 0.015 2.843 1.02 -0.05 -0.64
O 2.035 2.383 -1.847 0.50 0.68 -0.24
H 0.809 -1.683 -0.297 -0.22 -0.11 0.42
H 1.256 0.193 1.839 -0.12 -0.03 0.23
C -0.648 -0.242 2.821 -0.82 0.69 0.57
C -0.749 -0.637 -1.364 1.38 -1.34 1.01
H -2.058 0.628 -2.347 0.09 0.26 -0.58
C 1.150 1.369 -1.655 0.61 -0.30 1.76
H 2.448 0.245 -0.383 -0.02 -0.38 0.22
H 2.815 2.379 -1.270 -0.52 -0.46 -0.13
C -1.710 -1.818 -1.262 -0.56 2.14 -0.41
C 1.453 0.265 -0.805 -0.77 1.08 -1.95
C -0.106 1.535 -2.199 0.05 -0.18 -0.47
H 1.464 -0.786 3.279 -0.43 -0.08 -0.17
H -1.102 0.641 3.305 -0.21 -0.72 0.24
H -2.686 -1.355 -1.122 -0.40 -0.18 -0.17
C 0.508 -0.749 -0.745 0.38 0.07 -0.30
H 1.115 0.893 3.436 -0.24 0.02 -0.07
H -1.593 -2.426 -0.387 0.58 -0.56 0.13
H -0.366 2.416 -2.766 0.18 0.14 0.07
```
Forces are in eV/Å.

Here are the natural (NBO) charges for atoms 1 to 4, given in e:
1. H 0.21
2. C -0.19
3. H 0.22
4. H 0.21



2.
This record from OMol25 describes a 2-piece molecular cluster, C9H14O overall at a distorted geometry. The level of theory is ωB97M-V/def2-TZVPD.

Summary:
LUMO level   0.0314 Eh
Frontier orbital gap   0.340 hartree
SMILES string   Cc1ccc(O)cc1.CC
Highest occupied orbital energy   -8.40 eV
Total charge   0

```
24
Properties=species:S:1:pos:R:3:forces:R:3
C -0.301 0.865 -1.177 -1.09 -0.83 1.05
C 3.154 -0.864 0.266 -0.53 0.21 1.08
H -1.032 -2.778 0.586 0.23 0.06 0.12
O -1.442 2.845 -1.943 -0.29 0.46 -0.49
C -1.461 1.610 -1.353 1.39 0.65 0.00
H 3.724 0.861 1.331 0.00 0.28 0.17
H 0.707 1.179 -1.397 -0.08 0.21 -0.57
H -0.636 3.057 -2.439 -0.23 -0.55 0.40
H -1.310 -1.695 1.984 0.28 -0.21 -0.02
C -2.741 0.073 0.001 0.40 1.07 0.21
H 2.297 -1.478 -0.002 0.00 -0.07 0.08
H -3.477 1.907 -0.956 -0.15 -0.11 0.42
H 2.226 1.043 0.452 -0.21 0.18 0.43
C -1.628 -0.761 0.109 -0.95 -0.10 0.60
H 0.409 -0.983 -0.489 0.00 -0.05 0.55
C -0.455 -0.330 -0.458 0.97 -0.12 -1.36
H 2.259 0.249 2.060 -0.19 -0.46 -0.17
H 3.617 -0.527 -0.657 0.28 -0.11 0.00
C -2.652 1.231 -0.760 -0.22 -0.03 -0.42
H 3.829 -1.453 0.880 0.25 -0.37 -0.39
H -2.627 -2.448 1.176 -0.30 0.34 -0.40
C 2.777 0.370 1.112 0.53 0.31 -1.16
C -1.660 -1.985 0.989 0.19 -0.09 0.29
H -3.579 0.012 0.687 -0.28 -0.65 -0.41
```
Forces are in eV/Å.

Here are the natural (NBO) charges for atoms 1 to 4, given in e:
1. C -0.28
2. C -0.60
3. H 0.22
4. O -0.69



3.
This record from OMol25 describes a 2-piece molecular cluster, C9H14O overall at a distorted geometry. The level of theory is ωB97M-V/def2-TZVPD.

Summary:
LUMO level   0.0292 Eh
Frontier orbital gap   0.337 hartree
SMILES string   Cc1ccc(O)cc1.CC
Highest occupied orbital energy   -8.37 eV
Total charge   0

```
24
Properties=species:S:1:pos:R:3:forces:R:3
C 1.806 -0.482 0.773 1.39 0.48 -0.05
C 0.529 -2.292 1.588 -4.88 -1.81 1.29
H 0.221 -3.371 1.993 1.40 2.38 -0.96
H 3.161 0.824 -0.324 -0.59 1.97 -1.24
H -3.143 0.512 -2.281 0.87 0.35 -1.00
H -2.464 -1.467 2.669 -0.03 0.72 -0.48
H -2.037 2.635 -1.379 -0.49 1.03 0.78
H 3.716 0.224 1.128 0.49 0.46 0.82
H 2.642 -2.469 1.266 -1.24 1.06 -0.05
C -1.488 1.931 -1.939 1.09 -1.88 -0.07
C 0.779 0.386 0.992 -2.25 -1.29 -0.28
H -1.052 1.192 -1.205 -0.12 0.87 -0.78
H 3.802 -0.670 -0.215 0.38 -1.98 -1.03
O -1.685 -1.984 2.477 1.15 -0.47 -1.70
C -0.517 -0.105 1.384 1.36 0.63 -0.43
C 1.727 -1.793 1.257 1.23 -1.56 -0.96
C -0.699 -1.436 1.581 1.76 -1.51 3.34
H -0.668 2.444 -2.491 -0.61 -0.39 0.41
H -1.242 0.654 1.591 -0.65 0.06 0.14
C -2.466 1.190 -2.872 2.30 -1.18 -0.91
H -3.033 1.950 -3.326 -1.15 0.74 -0.80
H 0.790 1.438 0.851 0.62 0.73 -0.45
C 3.138 -0.026 0.262 -0.14 0.15 2.04
H -1.818 0.714 -3.782 -1.89 0.46 2.36
```
Forces are in eV/Å.

Here are the natural (NBO) charges for atoms 1 to 4, given in e:
1. C -0.02
2. C -0.22
3. H 0.23
4. H 0.22



4.
This record from OMol25 describes a 2-piece molecular cluster, C9H14O overall at a distorted geometry. The level of theory is ωB97M-V/def2-TZVPD.

Summary:
LUMO level (spin up / spin down)   -0.1610 / -0.3086 Eh
Frontier orbital gap (spin up / spin down)   0.368 / 0.220 hartree
Spin multiplicity   2
Highest occupied orbital energy (spin up / spin down)   -14.39 / -14.38 eV
Total charge   +1

```
24
Properties=species:S:1:pos:R:3:forces:R:3
H -0.065 -1.609 -2.257 -0.99 -2.42 0.35
C 0.183 -0.717 -2.709 0.17 0.30 -1.62
C -0.960 0.217 -2.980 -2.20 -0.14 -0.44
O 1.746 2.922 0.861 -1.37 -1.82 1.46
H -1.940 0.007 -2.437 1.43 0.05 -0.11
H -1.803 -1.737 0.893 0.26 0.01 0.74
H -0.610 1.195 -2.641 -0.59 0.33 -0.81
H 1.749 -1.635 1.343 -0.19 0.70 0.64
H -0.659 -2.809 1.492 3.59 -5.88 -1.82
H 1.809 3.156 -0.079 -0.23 -0.44 0.08
H 0.795 -0.892 -3.599 -0.21 -0.16 0.09
H -0.788 2.579 1.233 0.24 -1.92 0.86
H -1.591 -2.203 2.639 -0.54 0.39 -0.04
C -0.885 0.446 1.913 0.75 0.92 -0.10
C -1.073 -1.980 1.699 -2.76 5.13 1.91
H -1.343 0.135 -4.052 0.97 0.70 1.24
H 2.893 0.517 1.097 -1.27 0.16 -0.36
C 1.778 0.553 1.225 3.08 -4.91 1.74
H -1.943 0.420 2.122 -0.11 0.26 -0.09
C -0.178 -0.818 1.919 -0.97 1.17 -1.65
C 1.182 -0.717 1.595 2.00 1.36 -1.58
C 1.114 1.738 1.240 0.59 1.51 -2.03
C -0.251 1.584 1.479 -3.08 3.35 0.18
H 0.840 -0.350 -1.996 1.42 1.35 1.36
```
Forces are in eV/Å.

Here are the natural (NBO) charges for atoms 1 to 4, given in e:
1. H 0.20
2. C -0.61
3. C -0.62
4. O -0.67



5.
This record from OMol25 describes the molecule C9H14O3 at a distorted geometry. The level of theory is ωB97M-V/def2-TZVPD.

Summary:
LUMO level   0.0285 Eh
Frontier orbital gap   0.354 hartree
SMILES string   C1CCC([C@H]2OOC[C@H]3O[C@H]23)C1
Highest occupied orbital energy   -8.87 eV
Total charge   0

```
26
Properties=species:S:1:pos:R:3:forces:R:3
C 3.129 -0.791 -0.486 3.73 -1.16 0.40
H -3.022 -1.402 0.238 -1.74 -1.07 1.59
C 2.915 0.470 0.099 0.20 3.75 1.70
H 4.099 -1.036 0.189 -2.39 -1.52 -1.50
C -0.738 0.033 0.734 1.80 1.67 -0.97
C -2.569 -0.816 -0.478 1.32 -3.12 0.58
H 3.581 -0.592 -1.523 -1.66 -1.21 0.90
H -1.035 -0.363 1.618 -0.35 -0.87 3.13
H 1.250 0.782 -1.584 -1.12 -1.34 0.43
C -1.048 -1.165 -0.169 -1.06 -2.54 -0.15
H -2.938 -1.066 -1.394 -0.58 -2.19 -2.45
C -1.732 1.143 0.461 -0.21 5.03 0.56
H -4.062 1.060 -0.303 3.61 -1.93 -0.17
O 1.792 -1.534 -0.221 2.81 0.48 -1.28
C 0.805 0.383 0.868 -1.42 0.49 -1.30
O 2.604 1.650 -0.497 -0.18 1.26 -0.69
C -2.890 0.560 -0.448 0.43 6.27 -3.03
H 1.177 1.051 1.905 -1.15 -1.95 -3.42
H 3.326 0.749 1.175 -1.34 -1.28 -1.92
H -2.215 1.752 1.395 1.19 -2.10 -1.59
H -1.079 2.068 0.072 -1.69 -1.79 -0.09
H -1.214 -2.033 0.759 1.25 1.53 -3.63
H -2.580 0.791 -1.715 -1.05 0.53 3.63
C 1.438 0.826 -0.517 1.69 2.23 3.54
H -0.360 -1.549 -1.160 -1.95 1.40 3.22
O 1.367 -0.973 0.982 -0.15 -0.58 2.52
```
Forces are in eV/Å.

Here are the natural (NBO) charges for atoms 1 to 4, given in e:
1. C -0.20
2. H 0.20
3. C 0.06
4. H 0.21



Asked for E across the records above, the calculation gives -426.54791 -426.54998 -426.49387 -426.17220 -576.56332 Eh in order.
Asked for energy relative to the best compared isomer or geometry (same formula, charge and spin) across the records above, the calculation gives 15.6 14.3 49.5 65.3 285.7 kcal/mol in order.